(1)
Density functional theory data (ωB97M-V/def2-TZVPD) for a gas-phase ion, C4H12NO5P2 (charge -1).

```
! wB97M-V def2-TZVPD RIJCOSX def2/J DEFGRID3
* xyz -1 1
C -2.7873 0.8209 0.2332
C -1.3396 -1.1921 0.8466
C 3.3800 0.1733 -0.8380
C -1.5158 -0.0832 -0.1227
N -1.5415 -0.5569 -1.4203
O 2.7187 -1.8732 1.0449
O 0.4545 1.9391 -0.7975
O 1.1998 0.1980 0.9681
O -0.3813 1.9500 1.6487
O 1.0823 -1.3942 -1.0160
P 2.0934 -0.9923 -0.0042
P -0.1832 1.2694 0.3739
H -2.9109 0.9440 1.2510
H -3.7123 0.5684 -0.3502
H -2.5855 1.8231 -0.0104
H -0.4510 -1.7298 0.6790
H -2.2496 -1.7826 0.8651
H -1.3534 -0.8708 1.8705
H 2.7582 0.9964 -1.0515
H 4.3175 0.2690 -0.3944
H 3.6653 -0.4434 -1.7291
H -1.7125 0.1804 -1.9918
H 1.6640 0.6795 1.5960
H -0.6098 -0.8932 -1.6507
*
```

Values from the calculation:
Orbital gap (eV): 8.97
Lowest unoccupied orbital energy (Ha): 0.1337
Relative energy (zero: lowest compared OMol25 entry of this formula, charge and spin) (kJ/mol): 0.0
E (eV): -34653.64663
HOMO energy (hartree): -0.1960

(2)
Density functional theory data (ωB97M-V/def2-TZVPD) for 2 unconnected molecules or ions with the total composition C4H12NOP.

```
! wB97M-V def2-TZVPD RIJCOSX def2/J DEFGRID3
* xyz 0 1
C -2.3056 -1.6298 -0.0907
P -1.3971 -0.0366 -0.2974
C -2.4272 1.3006 0.5671
O -0.7933 0.0411 -1.5940
H -3.3402 -1.5144 -0.3479
H -1.8769 -2.2512 -0.7509
H -2.1895 -2.0806 0.8457
H -0.3771 -0.1997 0.8126
H -2.1924 1.2641 1.5904
H -2.0049 2.2529 0.2714
H -3.4660 1.1169 0.4848
H 3.4379 -0.9733 1.0619
N 2.7735 -1.3085 0.3533
C 2.4772 -0.3786 -0.4285
C 2.9165 1.0789 -0.3514
H 1.5302 -0.6849 -0.8755
H 3.3148 1.2644 0.6101
H 3.7241 1.1235 -1.1074
H 2.1960 1.6152 -0.7537
*
```

Values from the calculation:
Orbital gap (eV): 10.36
Lowest unoccupied orbital energy (Ha): 0.0308
Relative energy (zero: lowest compared OMol25 entry of this formula, charge and spin) (kJ/mol): 320.1
E (eV): -17167.62836
HOMO energy (hartree): -0.3499
SMILES: C[PH](C)=O.[H]/N=C\C

(3)
Density functional theory data (ωB97M-V/def2-TZVPD) for 2 unconnected molecules or ions with the total composition C4H12NOS.

```
! wB97M-V def2-TZVPD RIJCOSX def2/J DEFGRID3
* xyz -1 1
C 1.7946 -1.1405 1.0594
N 1.0304 -1.0633 -0.1825
C -0.2428 -0.3256 -0.1398
C -0.6637 0.2300 -1.5089
S -1.8069 1.6270 -1.3067
C -1.3670 -1.1360 0.5249
H 1.6682 -0.2664 1.7057
H 2.8488 -1.2053 0.7818
H 1.5595 -1.9800 1.7359
H 0.9296 -2.0257 -0.4490
H -0.0098 0.4914 0.5477
H -1.1685 -0.5766 -2.0544
H 0.2495 0.4736 -2.0504
H -1.3743 -1.0971 1.6146
H -2.3420 -0.7367 0.2268
H -1.3329 -2.1685 0.1623
H -0.6250 3.4030 -0.4293
H 0.7763 3.4492 0.0080
O 0.0760 4.0478 -0.2461
*
```

Values from the calculation:
Orbital gap (eV): 6.35
Lowest unoccupied orbital energy (Ha): 0.1319
Relative energy (zero: lowest compared OMol25 entry of this formula, charge and spin) (kJ/mol): 47.4
E (eV): -18716.26376
HOMO energy (hartree): -0.1014

(4)
Density functional theory data (ωB97M-V/def2-TZVPD) for 2 unconnected molecules or ions with the total composition C4H12NOS.

```
! wB97M-V def2-TZVPD RIJCOSX def2/J DEFGRID3
* xyz -1 1
C -0.8507 2.1172 0.6535
N -0.4603 0.7245 1.0155
C -0.9049 -0.2872 0.1113
C 0.1220 -1.4277 0.1491
S 1.8864 -0.9417 -0.0450
C -2.2698 -0.8537 0.5146
H -1.3950 2.6072 1.4652
H -1.4918 2.0575 -0.2397
H 0.0335 2.6263 0.3228
H 0.5580 0.7003 1.0489
H -0.9798 0.1204 -0.8816
H -0.1214 -2.0750 -0.6944
H 0.0474 -1.8631 1.1353
H -3.0278 -0.0540 0.5633
H -2.4978 -1.6628 -0.1908
H -2.1991 -1.3207 1.5096
H 1.0217 0.6075 -1.4829
H 0.1720 0.8584 -2.6704
O 0.6670 1.3398 -1.9835
*
```

Values from the calculation:
Orbital gap (eV): 6.86
Lowest unoccupied orbital energy (Ha): 0.1456
Relative energy (zero: lowest compared OMol25 entry of this formula, charge and spin) (kJ/mol): 37.7
E (eV): -18716.36375
HOMO energy (hartree): -0.1064

(5)
Density functional theory data (ωB97M-V/def2-TZVPD) for 2 unconnected molecules or ions with the total composition C4H12NOS.

```
! wB97M-V def2-TZVPD RIJCOSX def2/J DEFGRID3
* xyz -1 1
C 1.8728 -0.0362 -0.5772
N 0.8465 -0.3896 0.3973
C -0.5091 -0.5923 -0.1987
C -1.5232 -0.6821 0.9289
S -3.2246 -1.0661 0.2882
C 3.2641 -0.1236 0.0645
H 1.6911 1.0004 -0.8929
H 1.8545 -0.6452 -1.4789
H 0.7862 0.3512 1.0846
H -0.8330 0.2954 -0.7549
H -0.3942 -1.5147 -0.7543
H -1.2016 -1.4530 1.6336
H -1.5965 0.2522 1.4896
H 3.1634 -0.4383 1.1058
H 3.7789 0.8389 0.1353
H 3.9753 -0.8324 -0.3638
H -3.5385 1.0237 -0.5107
H -4.6581 2.0186 -0.9629
O -3.7539 1.9932 -0.6337
*
```

Values from the calculation:
Orbital gap (eV): 6.27
Lowest unoccupied orbital energy (Ha): 0.1295
Relative energy (zero: lowest compared OMol25 entry of this formula, charge and spin) (kJ/mol): 52.3
E (eV): -18716.21203
HOMO energy (hartree): -0.1007

(6)
Density functional theory data (ωB97M-V/def2-TZVPD) for 2 unconnected molecules or ions with the total composition C4H12NPS.

```
! wB97M-V def2-TZVPD RIJCOSX def2/J DEFGRID3
* xyz 0 1
C 1.0136 1.4879 0.4025
C 2.4176 -0.2126 -0.5285
C -0.6741 -2.5832 0.6939
C -2.4698 1.3743 -0.5708
N 1.3245 0.1466 0.2795
P -0.6919 -1.1574 -0.5042
S -2.1944 -0.0789 0.4908
H 1.0572 1.9687 -0.4918
H 0.0121 1.5559 0.9061
H 1.7650 1.9927 1.0533
H 3.0647 -0.7744 0.0119
H 2.0629 -0.8115 -1.3624
H 2.9507 0.6941 -0.9550
H -1.6908 -2.5627 1.1770
H 0.1012 -2.5351 1.4752
H -0.3825 -3.5299 0.2232
H -2.3677 1.2765 -1.7316
H -1.8348 2.1027 -0.2481
H -3.4633 1.6463 -0.3210
*
```

Values from the calculation:
Orbital gap (alpha / beta) (eV): 7.77 / 6.96
Lowest unoccupied orbital energy (alpha / beta) (Ha): 0.0008 / 0.0042
Relative energy (zero: lowest compared OMol25 entry of this formula, charge and spin) (kJ/mol): 327.1
E (eV): -25953.66041
HOMO energy (alpha / beta) (hartree): -0.2849 / -0.2515

(7)
Density functional theory data (ωB97M-V/def2-TZVPD) for 2 unconnected molecules or ions with the total composition C4H12NPS2.

```
! wB97M-V def2-TZVPD RIJCOSX def2/J DEFGRID3
* xyz 0 1
C -2.1130 0.8028 0.8942
N -0.8732 0.2703 1.4313
C -1.0614 -0.4565 2.6717
P 0.2564 -0.2148 0.2794
S -0.2224 -2.3030 -0.0845
S 1.9182 -0.4038 1.5699
H -2.4833 1.5862 1.5599
H -1.9245 1.2310 -0.0896
H -2.8845 0.0301 0.8020
H -0.0977 -0.6640 3.1335
H -1.6482 0.1624 3.3500
H -1.5874 -1.4056 2.5129
H -0.1999 -2.1245 -1.3955
H 2.7635 -0.4802 0.5453
C 1.7785 0.0835 -3.3671
C 2.1517 0.7411 -2.2879
H 0.9853 0.4379 -4.0056
H 2.2538 -0.8346 -3.6731
H 1.6835 1.6638 -1.9904
H 2.9603 0.3929 -1.6635
*
```

Values from the calculation:
Orbital gap (eV): 9.40
Lowest unoccupied orbital energy (Ha): 0.0268
Relative energy (zero: lowest compared OMol25 entry of this formula, charge and spin) (kJ/mol): 184.9
E (eV): -36791.68114
HOMO energy (hartree): -0.3187
SMILES: CN(C)P(S)S.C=C

(8)
Density functional theory data (ωB97M-V/def2-TZVPD) for 2 unconnected molecules or ions with the total composition C4H12NS.

```
! wB97M-V def2-TZVPD RIJCOSX def2/J DEFGRID3
* xyz -1 1
C -1.9556 -2.2534 -1.6492
S -0.3054 -1.4820 -1.2935
H -2.2393 -2.9793 -0.8503
H -2.7645 -1.5096 -1.6879
H -1.9757 -2.8355 -2.5991
C 0.4034 0.1257 1.7214
C 0.7113 1.2841 0.7862
C 1.9604 1.0618 -0.0904
N -0.4143 1.5786 -0.1027
H 0.9994 0.0200 2.6350
H -0.7015 0.1754 1.9537
H 0.4314 -0.7744 1.0558
H 0.9438 2.2158 1.3401
H 2.0566 1.8880 -0.8764
H 2.9153 0.9761 0.5006
H 1.7817 0.1143 -0.6663
H -1.2971 1.7148 0.4425
H -0.5498 0.6798 -0.6193
*
```

Values from the calculation:
Orbital gap (eV): 6.75
Lowest unoccupied orbital energy (Ha): 0.1537
Relative energy (zero: lowest compared OMol25 entry of this formula, charge and spin) (kJ/mol): 40.0
E (eV): -16668.48950
HOMO energy (hartree): -0.0945

(9)
Density functional theory data (ωB97M-V/def2-TZVPD) for 3 unconnected molecules or ions with the total composition C4H12NS.

```
! wB97M-V def2-TZVPD RIJCOSX def2/J DEFGRID3
* xyz 1 1
C -1.4858 0.6799 -2.8197
C -1.7345 -0.1113 -1.5769
C -2.9587 -0.1137 -1.0091
C 1.0250 0.3842 0.9778
S 1.2639 1.3175 -0.4418
N 3.1417 -1.9309 3.5599
H -0.4577 1.0117 -2.9467
H -1.5645 0.1135 -3.7855
H -2.2752 1.4348 -2.9042
H -0.9155 -0.2455 -0.8651
H -2.9894 -0.2801 0.0977
H -3.8769 0.1455 -1.4942
H 2.0634 0.2967 1.3599
H 0.2811 0.8532 1.6393
H 1.3738 2.6473 0.0453
H 3.9483 -2.3699 3.1379
H 2.6388 -1.2807 2.9713
H 2.5222 -2.5521 4.0539
*
```

Values from the calculation:
Orbital gap (eV): 3.44
Lowest unoccupied orbital energy (Ha): -0.3408
Relative energy (zero: lowest compared OMol25 entry of this formula, charge and spin) (kJ/mol): 710.0
E (eV): -16654.30054
HOMO energy (hartree): -0.4672

(10)
Density functional theory data (ωB97M-V/def2-TZVPD) for a gas-phase ion, C4H12NS (charge +1).

```
! wB97M-V def2-TZVPD RIJCOSX def2/J DEFGRID3
* xyz 1 1
C 0.4272 -1.5386 1.5218
C 0.0411 -0.5592 0.3097
N 1.1847 -0.6617 -0.6051
C -0.2493 0.8895 0.6247
C -0.6278 1.5560 -0.7996
S -1.7846 0.5096 -1.9632
H 1.3881 -1.3289 2.0872
H 0.3879 -2.6210 1.2718
H -0.6789 -1.5133 2.0262
H -0.7527 -1.0923 -0.2485
H 1.7472 0.1228 -0.2408
H 0.9649 -0.5538 -1.5243
H 1.6752 -1.5839 -0.4499
H -1.1293 0.9608 1.3161
H 0.5542 1.6124 1.0163
H 0.3856 1.6511 -1.3253
H -0.9776 2.5898 -0.7617
H -2.5560 1.5607 -2.2553
*
```

Values from the calculation:
Orbital gap (eV): 9.60
Lowest unoccupied orbital energy (Ha): -0.1285
Relative energy (zero: lowest compared OMol25 entry of this formula, charge and spin) (kJ/mol): 177.7
E (eV): -16659.81757
HOMO energy (hartree): -0.4813
SMILES: C[C@H]([NH3+])CCS

(11)
Density functional theory data (ωB97M-V/def2-TZVPD) for a gas-phase ion, C4H12NS (charge +2).

```
! wB97M-V def2-TZVPD RIJCOSX def2/J DEFGRID3
* xyz 2 2
C 1.0644 1.6643 0.3856
C 0.8555 1.0094 -1.0558
C 0.2900 -0.4002 -1.0576
S -0.7433 -0.9247 0.3993
C -2.4504 -0.9048 -0.2924
N 1.6499 0.4866 1.2086
H 0.1089 2.0256 0.8986
H 1.7638 2.4674 0.3378
H 0.1904 1.7316 -1.5904
H 1.8887 0.9682 -1.6255
H -0.1047 -0.5178 -2.1000
H 1.0794 -1.2632 -1.1678
H -2.8323 0.1601 -0.5019
H -2.4757 -1.4735 -1.2469
H -3.0475 -1.4386 0.4439
H 2.3802 0.0271 0.5910
H 0.7856 -0.1251 1.1743
H 2.0507 0.6147 2.0586
*
```

Values from the calculation:
Orbital gap (alpha / beta) (eV): 12.46 / 7.75
Lowest unoccupied orbital energy (alpha / beta) (Ha): -0.3016 / -0.4784
Relative energy (zero: lowest compared OMol25 entry of this formula, charge and spin) (kJ/mol): 147.1
E (eV): -16647.14442
HOMO energy (alpha / beta) (hartree): -0.7594 / -0.7631

(12)
Density functional theory data (ωB97M-V/def2-TZVPD) for a gas-phase ion, C4H12NS2 (charge +1).

```
! wB97M-V def2-TZVPD RIJCOSX def2/J DEFGRID3
* xyz 1 1
C 2.3915 -2.7980 -1.1852
S 1.9363 -1.1867 -0.4293
S -0.1348 -1.5222 -0.6906
C -0.7084 0.1661 -0.7644
C -0.4429 1.1234 0.3816
C -1.2625 2.4014 0.3022
N -0.7947 0.3762 1.6758
H 1.9735 -2.9284 -2.1741
H 3.4743 -2.8350 -1.2405
H 2.0356 -3.5233 -0.4686
H -0.4044 0.7039 -1.6704
H -1.7934 0.0448 -0.8780
H 0.6233 1.3280 0.4624
H -1.2496 2.8832 1.2813
H -0.8506 3.0716 -0.4472
H -2.2863 2.1458 0.0328
H -0.4429 0.9161 2.4103
H -0.2799 -0.5112 1.6553
H -1.7840 0.1444 1.7464
*
```

Values from the calculation:
Orbital gap (eV): 8.71
Lowest unoccupied orbital energy (Ha): -0.1216
Relative energy (zero: lowest compared OMol25 entry of this formula, charge and spin) (kJ/mol): 13.6
E (eV): -27496.84148
HOMO energy (hartree): -0.4416
SMILES: CSSC[C@@H](C)[NH3+]